C58H42AsIN3PSTc as an isolated structure in a non-equilibrium geometry. Source: OMol25; level of theory: the ωB97M-V functional and the def2-TZVPD basis.

```
! wB97M-V def2-TZVPD RIJCOSX def2/J DEFGRID3
* xyz 2 4
I -3.845 -0.027 0.927
Tc -1.144 0.129 0.235
As 1.050 -1.838 -2.886
S -1.633 -1.095 -1.802
P -1.153 1.118 2.603
N -0.841 -1.799 0.899
N -0.566 1.844 -0.835
N 0.890 -0.010 0.401
C 1.794 4.619 2.338
C 0.054 2.476 2.732
C -1.915 -1.294 4.016
C 0.358 0.087 -5.080
C 0.035 -0.479 -3.862
C -0.087 -3.422 -5.073
C -5.798 3.684 3.178
C 1.620 1.048 -0.096
C -1.613 -3.929 1.719
C 1.161 2.615 3.507
C 0.909 -5.849 -4.247
C 5.224 -2.086 -2.662
C -0.424 -4.082 2.585
C 0.803 -3.180 2.104
C -4.361 1.845 1.747
C -1.292 2.714 -1.456
C -1.863 1.065 -5.216
C 0.459 -0.975 3.574
C 0.655 -2.446 3.658
C 0.531 4.643 1.709
C -0.589 0.871 -5.748
C -2.183 0.520 -3.977
C -0.445 -4.562 -5.719
C 1.431 3.134 -1.444
C 2.995 -2.996 1.176
C 3.517 2.476 -0.496
C 2.105 -3.727 1.885
C 0.013 -5.845 -5.349
C -0.554 -3.377 3.965
C 2.700 -1.725 0.592
C -1.238 -0.274 -3.312
C -5.493 2.377 1.224
C -4.205 3.401 5.060
C 1.205 -4.682 -3.557
C -1.802 -2.603 4.165
C 1.425 -1.208 0.736
C -3.089 2.897 5.674
C 0.721 -3.484 -3.984
C -1.788 -2.850 0.976
C -2.194 2.224 4.838
C 2.913 -1.439 -2.966
C -0.748 3.854 -2.079
C -3.831 2.156 3.035
C 2.928 1.315 0.061
C 0.376 -2.105 1.224
C 0.637 4.000 -2.155
C -0.793 -0.415 3.544
C -2.511 1.827 3.576
C 3.236 -0.068 -3.027
C -0.309 3.568 1.899
C -6.209 3.359 1.948
C 2.849 3.317 -1.270
C 0.827 2.010 -0.856
C 5.554 -0.677 -2.748
C 2.057 3.650 3.271
C 4.549 0.273 -2.912
C -4.612 3.102 3.733
C 3.889 -2.408 -2.785
H -1.231 1.880 5.287
H 4.046 -3.312 1.203
H 2.992 3.774 3.823
H 1.328 -0.386 3.260
H 2.449 -4.632 2.410
H 3.669 -3.486 -2.822
H 1.769 -4.821 -2.650
H 0.974 4.870 -2.759
H -2.829 3.196 6.717
H -0.497 -4.095 4.765
H 4.582 2.704 -0.344
H -1.357 4.571 -2.578
H -0.513 -2.472 -5.417
H 3.559 -1.153 0.235
H 1.314 -0.199 -5.511
H 1.343 -6.767 -3.948
H -4.915 3.920 5.674
H -6.394 4.385 3.729
H -0.387 1.198 -6.758
H -1.227 3.533 1.338
H -2.677 1.494 -5.777
H 1.380 1.917 4.325
H -2.311 -4.736 1.705
H 3.576 0.722 0.692
H 6.574 -0.336 -2.586
H -5.889 1.985 0.271
H -7.184 3.754 1.624
H 2.357 0.561 -3.136
H 1.597 -2.631 4.123
H -2.355 2.536 -1.436
H 5.956 -2.833 -2.428
H -1.132 -4.589 -6.589
H -3.181 0.708 -3.514
H 2.549 5.388 2.125
H 0.222 5.373 1.023
H 4.805 1.293 -3.034
H -0.114 -5.144 2.632
H -2.670 -3.205 4.464
H -0.349 -6.780 -5.800
H -2.887 -0.881 4.207
H -2.600 -2.766 0.289
H 3.312 4.203 -1.746
*
```

Results
Electronic energy (eV): -156543.7375
Expectation value of S²: 3.81
HOMO (alpha / beta) (eV): -11.79 / -12.09
HOMO-LUMO gap (alpha / beta) (eV): 6.5018 / 4.8681



A 4-piece molecular cluster, C6H8O3 overall in a non-equilibrium geometry. Source: OMol25; level of theory: the ωB97M-V functional and the def2-TZVPD basis.

```
! wB97M-V def2-TZVPD RIJCOSX def2/J DEFGRID3
* xyz 0 1
O 0.121 -0.883 -0.861
O -0.954 -0.712 -2.812
O -0.323 2.962 0.162
C 0.782 0.742 0.697
C 0.805 -1.765 1.209
C -0.770 -0.194 -1.707
C -0.153 1.733 -0.018
C -1.035 1.163 -1.157
C -0.030 -0.607 0.566
H 0.517 -2.639 -0.060
H 1.801 0.487 0.044
H 0.171 -2.313 2.518
H -1.117 -0.445 0.772
H 1.375 0.871 1.663
H -1.455 1.910 -2.004
H -1.956 0.878 -0.540
H 2.221 -1.189 1.528
*
```

Results
Electronic energy (eV): -12486.5402
HOMO (eV): -10.22
HOMO-LUMO gap (eV): 10.2285



A 2-piece molecular cluster, C5H15NO overall in a non-equilibrium geometry. Source: OMol25; level of theory: the ωB97M-V functional and the def2-TZVPD basis.

```
! wB97M-V def2-TZVPD RIJCOSX def2/J DEFGRID3
* xyz 0 1
O -3.486 1.322 0.526
N -0.082 -0.601 -0.512
C 2.143 -1.247 0.294
C 1.285 -0.092 -0.318
C -0.807 0.186 -1.499
C -0.850 -0.946 0.655
C 1.346 1.142 0.590
H -0.195 -1.459 1.355
H 1.730 0.122 -1.279
H 0.484 1.244 1.259
H -0.107 0.610 -2.216
H -1.432 0.991 -1.090
H 1.416 2.105 0.073
H -2.879 0.570 0.408
H -3.521 1.770 -0.323
H -1.477 -0.455 -2.080
H -1.332 -0.118 1.196
H 2.223 1.163 1.241
H -1.615 -1.682 0.383
H 1.580 -2.065 0.732
H 2.796 -0.859 1.073
H 2.781 -1.703 -0.469
*
```

Results
Electronic energy (eV): -8965.0435
SMILES: CC(C)N(C)C.O
HOMO (eV): -8.43
HOMO-LUMO gap (eV): 9.3204



It is found that the ΔE to the lowest compared entry with this formula, charge and spin values, taken in the order of the records, are 18.5; 174.6; 30.3 kcal per mole.